# 1
{"formula": "C7H10N2", "method": "ωB97M-V/def2-TZVPD", "de_lowest_kcal_mol": 94.7, "e_tot_ev": -10397.5064, "e_homo_ev": -8.43, "multiplicity": 1, "symbols": ["C", "C", "C", "C", "C", "C", "C", "N", "N", "H", "H", "H", "H", "H", "H", "H", "H", "H", "H"], "positions_angstrom": [[-2.2604, 0.3872, 0.0167], [-1.0775, -1.9448, 0.2726], [1.1917, -0.6768, -0.2979], [0.1602, 0.6048, 1.2864], [-0.2102, -1.0402, -0.6784], [-1.2208, -0.4708, 0.2374], [1.1959, 1.6771, -0.6407], [-3.0576, 1.1692, -0.2289], [1.1394, 0.5685, 0.3570], [-1.9187, -2.4459, -0.1525], [-0.6491, -2.3001, 1.2038], [1.6550, -1.3251, 0.4871], [1.8830, -0.5366, -1.2560], [-0.1840, 1.6425, 1.3711], [0.3290, 0.1506, 2.2679], [-0.5335, -1.1196, -1.6355], [0.4809, 1.2966, -1.3940], [0.9445, 2.6255, -0.1591], [2.1323, 1.7379, -1.0571]], "atomic_forces_ev_per_a": [[-0.8, 0.2, -0.9], [0.6, 1.6, 0.1], [2.8, -0.5, -1.1], [-2.7, 0.0, -0.3], [-1.6, -1.4, 2.9], [3.8, 1.0, 2.6], [-3.0, -1.4, 1.5], [-1.0, 0.9, -0.1], [2.3, 2.0, -0.7], [-0.2, -0.7, -0.2], [0.1, -0.4, -0.3], [-0.4, -0.4, -1.2], [-1.3, -0.8, 2.1], [-0.4, -0.5, 0.4], [-0.1, -0.4, -0.4], [-0.3, -0.2, -3.0], [0.0, 1.3, -0.2], [-0.2, -0.2, -0.3], [2.3, 0.0, -0.9]]}

# 2
{"formula": "CH3Cl2NO", "method": "ωB97M-V/def2-TZVPD", "de_lowest_kcal_mol": 75.1, "e_tot_ev": -29665.3914, "e_homo_ev": [-8.99, -8.99], "multiplicity": 1, "symbols": ["C", "N", "O", "Cl", "Cl", "H", "H", "H"], "positions_angstrom": [[1.0546, -0.3027, -1.1683], [-0.8114, 0.0358, 0.0249], [1.9694, -0.5653, -0.2429], [0.6647, -1.5550, -2.2917], [1.2958, 1.2507, -1.8873], [-0.6330, 0.9893, 0.3038], [-1.4660, 0.0688, -0.7496], [1.8396, -1.4431, 0.1403]], "atomic_forces_ev_per_a": [[-3.0, 1.1, 2.2], [2.7, -1.6, -1.5], [0.3, 0.0, -0.2], [-0.1, -0.2, 0.0], [0.2, -0.1, -0.1], [0.1, 0.5, -0.1], [-0.1, 0.2, -0.2], [-0.2, 0.0, 0.0]]}

# 3
{"formula": "C23H47F2N2O14P2", "method": "ωB97M-V/def2-TZVPD", "e_tot_ev": -80273.3886, "total_charge": -1, "e_homo_ev": -5.17, "multiplicity": 1, "symbols": ["C", "C", "O", "C", "C", "O", "C", "C", "C", "O", "O", "N", "C", "C", "F", "C", "O", "N", "C", "O", "F", "H", "H", "H", "H", "H", "H", "H", "H", "H", "H", "H", "H", "H", "H", "H", "H", "H", "O", "P", "O", "C", "C", "O", "C", "C", "O", "C", "C", "H", "H", "H", "H", "H", "H", "H", "H", "H", "H", "H", "H", "H", "H", "H", "O", "P", "O", "C", "C", "O", "C", "C", "O", "C", "C", "H", "H", "H", "H", "H", "H", "H", "H", "H", "H", "H", "H", "H", "H", "H"], "positions_angstrom": [[-1.9907, -5.4520, 1.4552], [-1.1415, -4.6197, 0.4633], [-1.2326, -5.1721, -0.8421], [-0.8725, -4.2462, -1.8310], [0.5625, -4.5001, -2.3758], [1.2874, -5.1428, -1.3589], [2.6808, -5.0219, -1.5306], [3.1602, -3.6062, -1.1397], [2.2222, -3.0665, -0.0357], [1.5220, -2.0640, -0.3280], [2.1523, -3.6311, 1.0739], [4.6031, -3.5264, -0.8309], [4.9472, -4.2169, 0.4158], [6.4577, -4.2734, 0.6493], [7.0777, -5.2762, -0.0748], [5.0407, -2.1612, -0.8213], [5.6981, -1.7703, -1.7473], [4.7721, -1.2576, 0.3032], [3.9909, -0.1441, -0.0679], [3.8213, 0.3080, -1.1532], [3.3750, 0.4468, 0.9879], [-2.3988, -6.3063, 0.9107], [-2.7623, -4.8530, 1.9395], [-1.3345, -5.8477, 2.2335], [-0.1070, -4.6652, 0.8169], [-1.4564, -3.5711, 0.4954], [-1.5529, -4.3499, -2.6891], [-0.9500, -3.2064, -1.5020], [0.5558, -5.0552, -3.3263], [0.9556, -3.4988, -2.6019], [2.9209, -5.1643, -2.5970], [3.1512, -5.8308, -0.9726], [2.9986, -2.9752, -2.0178], [4.5387, -3.7233, 1.3064], [4.6280, -5.2559, 0.3808], [6.9485, -3.3018, 0.5256], [6.5806, -4.5393, 1.7065], [5.6594, -0.9111, 0.6533], [-1.2589, -0.3524, 5.0046], [-1.5401, 0.5880, 3.8830], [-1.7330, 2.0420, 4.6424], [-0.6411, 2.5954, 5.3597], [0.4640, 3.0891, 4.4419], [-3.1073, 0.2281, 3.5555], [-3.7276, -0.9057, 4.1548], [-4.3247, -0.5773, 5.5123], [-1.4245, 1.2374, 2.3764], [-0.2228, 1.1202, 1.5961], [0.5662, -0.1438, 1.8330], [-0.2482, 1.8642, 6.0724], [-1.0355, 3.4373, 5.9316], [0.9574, 2.2498, 3.9424], [1.2266, 3.6296, 5.0058], [0.0610, 3.7482, 3.6721], [-3.0253, -1.7356, 4.2178], [-4.5217, -1.2245, 3.4760], [-3.6619, 0.0397, 6.1172], [-4.5500, -1.4940, 6.0609], [-5.2542, -0.0160, 5.3926], [0.4029, 2.0022, 1.7688], [-0.5191, 1.1644, 0.5462], [0.7517, -0.3154, 2.9058], [1.5239, -0.0980, 1.3332], [0.0323, -1.0104, 1.4457], [-1.5429, 5.9636, -4.1954], [-2.0646, 4.6883, -3.6217], [-0.7180, 3.8096, -3.3069], [0.2281, 4.3038, -2.3653], [-0.2975, 4.2484, -0.9429], [-2.6007, 3.9310, -4.9709], [-2.6584, 4.6213, -6.2168], [-1.3436, 4.5423, -6.9720], [-3.0748, 3.7156, -2.7410], [-3.7681, 4.1767, -1.5764], [-4.1490, 5.6427, -1.6049], [0.5214, 5.3253, -2.6242], [1.1136, 3.6739, -2.4489], [-1.1163, 4.9645, -0.8074], [0.4840, 4.5038, -0.2259], [-0.6788, 3.2550, -0.7069], [-2.9715, 5.6539, -6.0668], [-3.4447, 4.1426, -6.8046], [-0.4835, 4.7003, -6.3235], [-1.3204, 5.2828, -7.7738], [-1.2218, 3.5540, -7.4189], [-3.1699, 3.9545, -0.6892], [-4.6722, 3.5722, -1.4877], [-3.2939, 6.2841, -1.8507], [-4.5288, 5.9496, -0.6305], [-4.9265, 5.8271, -2.3484]], "atomic_forces_ev_per_a": [[0.6, 0.0, -0.4], [0.2, -0.5, 1.2], [-0.7, 0.5, 0.1], [0.5, -0.3, -1.1], [-0.7, 0.9, 0.3], [0.4, -0.1, -0.3], [0.3, 0.1, -0.5], [-0.6, 0.1, -0.2], [-1.2, 0.7, 1.2], [0.4, 0.3, -1.0], [0.9, -0.7, -0.1], [-0.5, 0.1, 1.0], [1.2, 0.3, 0.3], [-0.8, -0.1, 1.0], [0.2, 0.3, -0.4], [0.9, -0.3, -1.7], [-0.1, 0.2, 0.5], [-0.6, -0.1, 0.2], [-0.6, 0.3, -1.1], [0.0, -0.3, 0.6], [1.1, -0.4, 0.0], [-0.3, 0.1, 0.1], [-0.2, -0.2, -0.2], [-0.1, 0.0, 0.0], [0.1, 0.3, -0.3], [0.0, -0.1, -0.3], [-0.1, -0.1, 0.2], [0.1, -0.2, 0.3], [0.0, -0.3, 0.3], [0.2, -0.2, 0.1], [0.1, -0.2, 0.2], [0.0, 0.2, 0.2], [0.1, 0.1, 0.1], [-0.3, -0.2, -0.2], [-0.4, 0.2, 0.0], [0.2, -0.2, -0.5], [0.1, 0.0, -0.1], [0.0, -0.1, 0.3], [2.7, -0.2, -1.7], [-6.0, 2.1, 1.4], [0.5, -0.4, -0.4], [0.2, 0.2, 0.2], [0.1, -0.2, -0.1], [0.5, 0.0, -0.3], [-0.1, -0.1, 0.2], [-0.2, 0.1, 0.0], [2.1, -1.7, 1.0], [0.7, 0.3, -0.6], [-0.6, -0.2, 0.4], [0.0, 0.0, 0.0], [-0.1, -0.1, 0.0], [0.0, 0.0, 0.0], [0.0, 0.0, 0.0], [0.0, 0.0, 0.0], [0.1, 0.1, 0.1], [0.0, 0.2, -0.1], [0.2, -0.1, -0.1], [0.0, 0.0, 0.0], [0.0, 0.0, 0.0], [-0.1, 0.0, 0.1], [-0.2, 0.0, 0.1], [0.0, 0.1, -0.1], [-0.3, -0.1, 0.0], [0.1, -0.1, 0.0], [-1.6, 1.1, 2.7], [2.3, -4.7, -4.4], [-0.7, 0.6, 0.3], [0.4, 0.0, 0.3], [-0.2, 0.1, 0.0], [-0.3, 0.2, 0.6], [0.2, 0.1, -0.2], [0.1, -0.2, -0.1], [-0.1, 3.0, 0.6], [-0.2, -0.2, 0.7], [0.0, 0.1, -0.3], [0.0, 0.0, -0.1], [-0.1, -0.1, -0.1], [0.0, 0.0, 0.0], [0.0, 0.0, 0.0], [0.1, 0.0, 0.0], [0.2, 0.0, 0.1], [0.0, -0.1, 0.1], [-0.1, 0.2, 0.1], [0.0, 0.0, 0.0], [0.0, 0.0, 0.0], [0.1, 0.0, -0.1], [0.1, -0.1, -0.2], [0.0, 0.0, 0.1], [0.0, 0.0, 0.0], [0.0, 0.0, 0.0]]}

# 4
{"formula": "C5H9N2", "method": "ωB97M-V/def2-TZVPD", "de_lowest_kcal_mol": 63.9, "e_tot_ev": -8302.9596, "total_charge": 1, "e_homo_ev": -15.39, "smiles": "[H]/N=C/C1=[NH+]CCC1", "multiplicity": 1, "symbols": ["C", "C", "C", "C", "C", "N", "N", "H", "H", "H", "H", "H", "H", "H", "H", "H"], "positions_angstrom": [[0.3601, 0.7217, 0.0181], [-0.9521, -1.2593, -0.5281], [-1.0573, 0.2561, -0.3814], [0.3199, -1.5234, 0.3563], [0.7372, 2.1268, 0.2937], [1.9474, 2.3794, 0.4993], [1.0349, -0.3059, 0.3775], [-1.9136, -1.6909, -0.2891], [-0.8700, -1.4413, -1.5435], [-1.5735, 0.7302, -1.2168], [-1.7243, 0.3578, 0.4650], [-0.1332, -1.7814, 1.4588], [1.0786, -2.3374, 0.0811], [-0.1174, 2.6891, 0.2829], [2.2597, 3.3279, 0.6691], [1.8911, -0.0246, 0.8372]], "atomic_forces_ev_per_a": [[-2.6, -0.9, -0.2], [1.0, 1.1, 0.9], [0.3, 0.2, 0.2], [-1.2, -4.2, 1.9], [1.9, -1.7, -0.4], [0.4, -0.6, -0.1], [0.0, 3.0, 0.1], [0.3, -0.5, 0.9], [1.0, -0.8, -2.0], [0.5, 0.3, 0.0], [0.0, 0.9, 0.6], [1.5, 0.7, -2.4], [-1.6, 0.8, 0.2], [-1.8, 2.4, 0.0], [-0.5, 0.3, 0.1], [0.7, -0.9, 0.2]]}

# 5
{"formula": "C25H44BFeN3P2Se", "method": "ωB97M-V/def2-TZVPD", "e_tot_ev": -150092.9930, "total_charge": 1, "s2": 8.78, "e_homo_ev": [-10.24, -10.84], "multiplicity": 6, "symbols": ["Fe", "C", "C", "C", "C", "P", "C", "N", "B", "N", "C", "P", "C", "C", "C", "C", "C", "C", "C", "C", "C", "C", "C", "C", "C", "C", "C", "C", "C", "C", "H", "H", "H", "H", "H", "H", "H", "H", "H", "H", "H", "H", "H", "H", "H", "H", "H", "H", "H", "H", "H", "H", "H", "H", "H", "H", "H", "H", "H", "H", "H", "H", "H", "H", "H", "H", "H", "H", "H", "H", "H", "H", "H", "H", "Se", "C", "N"], "positions_angstrom": [[-0.8336, 0.6552, 0.7300], [-1.9236, 0.5491, 4.7127], [-0.4189, 0.4683, 4.4437], [0.0973, 1.8842, 4.1516], [0.3011, -0.0908, 5.6734], [-0.1094, -0.4800, 2.8690], [1.7524, -0.5318, 2.6928], [2.1264, 0.1965, 1.4990], [1.2658, 0.5140, 0.4078], [1.9720, 1.4645, -0.3989], [1.3148, 2.3558, -1.3365], [-0.4026, 2.6875, -0.6715], [-1.5350, 2.7647, -2.1495], [-1.3966, 1.4199, -2.8831], [-2.9740, 2.9392, -1.6582], [-1.1745, 3.8847, -3.1344], [-0.2398, 4.2621, 0.3144], [1.0158, 4.0735, 1.1824], [-0.0617, 5.5302, -0.5245], [-1.4650, 4.4083, 1.2194], [3.2339, 1.6592, 0.1549], [4.2838, 2.4706, -0.2446], [5.4274, 2.4872, 0.5430], [5.5252, 1.7086, 1.6935], [4.4804, 0.8892, 2.0986], [3.3314, 0.8756, 1.3240], [-0.6276, -2.2741, 2.8880], [-2.1510, -2.4016, 2.9655], [-0.1422, -2.8609, 1.5517], [0.0056, -3.0689, 4.0376], [-2.1037, 1.3199, 5.4640], [-2.4881, 0.8193, 3.8151], [-2.3236, -0.3845, 5.1001], [-0.0097, 2.4937, 5.0503], [1.1485, 1.9090, 3.8581], [-0.4955, 2.3594, 3.3633], [0.1659, 0.6034, 6.5051], [-0.1057, -1.0510, 5.9798], [1.3749, -0.2052, 5.5183], [2.2111, -0.0744, 3.5727], [2.0920, -1.5695, 2.6623], [1.8698, 3.2903, -1.4406], [1.2415, 1.9163, -2.3325], [-1.4457, 0.5595, -2.2147], [-2.2246, 1.3314, -3.5884], [-0.4747, 1.3636, -3.4602], [-3.2497, 2.1826, -0.9194], [-3.1405, 3.9273, -1.2308], [-3.6513, 2.8311, -2.5068], [-0.1145, 3.8806, -3.3952], [-1.7366, 3.7311, -4.0576], [-1.4360, 4.8695, -2.7534], [1.9319, 4.1107, 0.5938], [1.0589, 4.8867, 1.9093], [1.0133, 3.1293, 1.7336], [0.7334, 5.4292, -1.2652], [-0.9784, 5.8185, -1.0348], [0.2145, 6.3516, 0.1399], [-1.6429, 3.5081, 1.8160], [-1.2996, 5.2354, 1.9126], [-2.3707, 4.6247, 0.6558], [4.2266, 3.0651, -1.1474], [6.2617, 3.1100, 0.2506], [6.4342, 1.7357, 2.2787], [4.5697, 0.2753, 2.9853], [-2.6543, -1.8377, 2.1788], [-2.4129, -3.4535, 2.8377], [-2.5406, -2.0868, 3.9306], [-0.5231, -2.3078, 0.6932], [0.9455, -2.9018, 1.4867], [-0.5130, -3.8843, 1.4748], [-0.4703, -2.8490, 4.9910], [-0.1364, -4.1334, 3.8422], [1.0786, -2.8983, 4.1386], [-4.2753, -2.0794, -1.1841], [-3.0423, -1.0864, -0.4907], [-2.1933, -0.4076, -0.0175]], "atomic_forces_ev_per_a": [[-0.3, -0.3, 0.0], [0.0, 0.0, 0.0], [0.1, 0.0, 0.0], [-0.1, 0.0, -0.1], [0.0, 0.0, 0.0], [0.1, 0.0, 0.0], [-0.1, 0.0, 0.0], [-0.2, -0.2, 0.0], [0.3, 0.3, 0.1], [-0.3, -0.1, -0.1], [-0.1, -0.1, -0.1], [0.1, 0.0, -0.1], [0.1, 0.1, -0.1], [0.0, 0.0, 0.1], [0.0, -0.1, 0.0], [0.0, 0.0, 0.1], [0.1, 0.0, -0.1], [0.0, 0.0, 0.0], [0.0, 0.0, 0.0], [0.0, 0.0, 0.0], [0.2, 0.0, 0.2], [0.0, 0.0, 0.0], [0.0, 0.0, 0.0], [0.0, 0.0, 0.0], [-0.1, 0.0, 0.0], [0.2, 0.1, -0.1], [0.1, 0.0, 0.1], [0.0, 0.1, -0.1], [0.0, 0.0, 0.0], [0.0, 0.1, 0.0], [0.0, 0.0, 0.0], [0.0, 0.0, 0.0], [0.0, 0.0, 0.0], [0.0, 0.0, 0.0], [0.0, 0.0, 0.0], [0.1, 0.0, 0.0], [0.0, 0.0, 0.0], [0.0, 0.0, 0.0], [0.0, 0.0, 0.0], [0.0, 0.0, 0.0], [0.0, 0.0, 0.0], [0.0, 0.0, 0.1], [0.0, 0.0, 0.0], [0.0, 0.0, 0.0], [0.0, 0.0, 0.0], [0.0, 0.0, 0.0], [0.0, 0.0, 0.0], [0.0, 0.0, 0.0], [0.0, 0.0, 0.0], [0.0, 0.0, 0.0], [0.0, 0.0, 0.0], [0.0, 0.0, 0.0], [0.0, 0.0, 0.0], [0.0, 0.0, 0.0], [0.0, 0.0, 0.0], [0.0, 0.0, 0.0], [0.0, 0.0, 0.0], [0.0, 0.0, 0.0], [0.0, 0.0, 0.0], [0.0, 0.0, 0.0], [0.0, 0.0, 0.0], [0.0, 0.0, 0.0], [0.0, 0.0, 0.0], [0.0, 0.0, 0.0], [0.0, 0.0, 0.0], [0.0, 0.0, 0.0], [0.0, 0.0, 0.0], [0.0, 0.0, 0.0], [0.0, 0.0, 0.0], [0.0, 0.0, 0.0], [0.0, 0.0, 0.0], [0.0, 0.0, 0.0], [0.0, 0.0, 0.0], [0.0, 0.0, 0.0], [0.0, 0.0, 0.0], [-0.1, -0.1, -0.1], [0.0, 0.1, 0.1]]}

# 6
{"formula": "C5H8N2", "method": "ωB97M-V/def2-TZVPD", "de_lowest_kcal_mol": 100.6, "e_tot_ev": -8290.6318, "e_homo_ev": [-7.43, -7.43], "multiplicity": 1, "symbols": ["C", "C", "C", "C", "N", "C", "N", "H", "H", "H", "H", "H", "H", "H", "H"], "positions_angstrom": [[-1.3103, 1.0501, -0.6858], [-0.1108, 0.6145, 0.0828], [1.2631, 0.5375, -0.3920], [1.2602, -1.2184, -0.2818], [2.0020, -2.1323, -0.4889], [-0.2686, -0.2392, 1.2779], [-0.0768, -1.2624, 0.2418], [-1.5697, 2.0748, -0.4035], [-1.1240, 1.0308, -1.7627], [-2.1783, 0.4165, -0.4692], [2.0013, 0.9091, 0.3315], [1.4483, 0.8681, -1.4024], [-1.2678, -0.3003, 1.7105], [0.5127, -0.2092, 2.0485], [-0.5812, -2.1395, 0.1932]], "atomic_forces_ev_per_a": [[-0.1, 0.1, -0.1], [0.6, 0.1, -0.4], [-0.5, 0.5, 0.7], [0.2, -0.7, 0.2], [-0.1, 0.8, -0.3], [0.0, 0.0, 0.1], [0.0, -0.4, 0.0], [0.0, 0.0, -0.1], [0.0, 0.0, 0.1], [0.2, 0.1, 0.0], [-0.1, -0.3, -0.3], [0.0, 0.1, -0.2], [0.1, 0.1, -0.1], [-0.2, 0.0, -0.2], [-0.2, -0.2, 0.4]]}